[1]
# C3H10N2O4

A molecular structure, C3H10N2O4 at a distorted geometry (ωB97M-V with the def2-TZVPD basis set, OMol25).

```
19
Properties=species:S:1:pos:R:3
C 0.2572 -2.1832 -0.9009
N -0.9013 -1.4459 -0.4546
N -0.8946 0.1896 0.3024
O -1.8901 -1.4553 -1.3986
O -1.3732 0.4650 1.5977
H -1.5130 -1.2114 -2.2688
H -1.0613 -0.2496 2.1783
H -1.5382 0.6944 -0.3120
H 0.5866 -1.8895 -1.9035
H 1.0435 -2.0835 -0.1595
H -0.0330 -3.2381 -0.9445
C 0.6725 2.4550 0.3879
C 0.9911 0.9689 0.2869
O 1.3877 0.4372 1.5185
O 1.5847 0.5342 -0.7297
H 0.9472 -0.4182 1.6341
H 1.5332 3.0302 0.0566
H -0.1628 2.6572 -0.2818
H 0.3638 2.7432 1.3914
```

For the relative energy (zero: lowest compared OMol25 entry of this formula, charge and spin), the calculation gives 170.39 kcal per mole. Its electronic energy is -530.53565 hartree. As for the gap between HOMO and LUMO: 9.0248 eV. The HOMO energy is -8.83 eV. Its LUMO energy is 0.20 eV.

Atomic partial charges in e from the Mulliken method, atoms 1 to 5: -0.677 -0.026 -0.303 -0.424 -0.336


[2]
# C2H4N2O

A single C2H4N2O molecule at a distorted geometry (ωB97M-V with the def2-TZVPD basis set, OMol25).

```
9
Properties=species:S:1:pos:R:3
C -1.0807 -0.2202 -0.0269
C 0.3926 -0.3741 0.1305
N 1.3952 -0.0166 -0.7715
N 1.3575 0.8276 0.3037
O 1.0259 -1.4429 0.5407
H 1.2566 1.7998 0.0009
H -1.5458 -0.1751 0.9597
H -1.4754 -1.0868 -0.5588
H -1.3259 0.6883 -0.5782
```

For the relative energy (zero: lowest compared OMol25 entry of this formula, charge and spin), the calculation gives 119.21 kcal per mole. Its electronic energy is -263.17329 hartree. As for the gap between HOMO and LUMO (alpha / beta): 9.0097 / 8.1559 eV. The HOMO energy (alpha / beta) is -9.81 / -9.27 eV. Its LUMO energy (alpha / beta) is -0.80 / -1.12 eV.

Atomic partial charges in e from the Mulliken method, atoms 1 to 5: -0.931 1.093 -0.360 -0.376 -0.504


[3]
# CH3Cl2PS

2 unconnected molecules or ions with the total composition CH3Cl2PS at a distorted geometry (ωB97M-V with the def2-TZVPD basis set, OMol25).

```
8
Properties=species:S:1:pos:R:3
C -0.9975 0.0140 -0.2241
P 1.6230 -1.4737 0.8323
S 0.7811 -0.0011 -0.4905
Cl 3.4036 -1.8047 -0.0085
Cl -0.9541 3.0394 0.5723
H -1.2487 1.0763 0.2160
H -1.3124 -0.8924 0.3698
H -1.2950 0.0420 -1.2673
```

For the relative energy (zero: lowest compared OMol25 entry of this formula, charge and spin), the calculation gives 87.43 kcal per mole. Its electronic energy is -1699.74922 hartree. As for the gap between HOMO and LUMO (alpha / beta): 4.0479 / 8.1944 eV. The HOMO energy (alpha / beta) is -7.93 / -10.25 eV. Its LUMO energy (alpha / beta) is -3.88 / -2.06 eV.

Atomic partial charges in e from the Mulliken method, atoms 1 to 5: -0.384 0.276 0.062 -0.142 -0.392


[4]
# C6H10O

A single C6H10O molecule at a distorted geometry (ωB97M-V with the def2-TZVPD basis set, OMol25).

```
17
Properties=species:S:1:pos:R:3
C -1.9714 -0.5956 0.3575
C -1.1765 0.5761 -0.1444
C 0.1341 0.8095 0.5851
C 0.1110 0.5926 -0.9404
C 0.9534 -0.6693 -0.8788
C 1.3500 -0.3518 0.5547
O 2.4730 0.4991 0.6725
H -2.6159 -0.2659 1.1852
H -1.2681 -1.3171 0.7761
H -2.5955 -1.0658 -0.4010
H -1.8238 1.3859 -0.5469
H 2.1574 1.3533 0.3501
H 0.3814 1.3033 1.5009
H 0.1988 1.2862 -1.7706
H 1.7426 -0.7410 -1.6258
H 0.3454 -1.5785 -0.8813
H 1.6041 -1.2210 1.2069
```

For the relative energy (zero: lowest compared OMol25 entry of this formula, charge and spin), the calculation gives 68.91 kcal per mole. Its electronic energy is -309.73255 hartree. As for the gap between HOMO and LUMO: 10.6706 eV. The HOMO energy is -9.60 eV. Its LUMO energy is 1.07 eV.

Atomic partial charges in e from the Mulliken method, atoms 1 to 5: -1.326 -0.031 -0.720 -0.265 -0.608


[5]
# C2H12N2O3

4 unconnected molecules or ions with the total composition C2H12N2O3 at a distorted geometry (ωB97M-V with the def2-TZVPD basis set, OMol25).

```
19
Properties=species:S:1:pos:R:3
C 0.3051 1.4263 -1.5453
N 0.4424 0.2871 -0.6248
C 1.6103 0.3135 0.1339
N 2.0143 -0.7919 0.6005
H -0.6519 1.3509 -2.0150
H 0.3029 2.3463 -0.8864
H 1.1874 1.5597 -2.1833
H -0.1196 -0.5254 -0.7885
H 2.1444 1.2717 0.1356
H 2.8438 -0.8452 1.1776
H -2.6878 0.0668 -2.1431
H -3.8209 0.2055 -0.9426
O -2.9574 0.4354 -1.3099
H -0.8795 1.6601 0.6915
H -1.0088 2.6526 1.8629
O -0.3749 2.1088 1.3768
H -0.5499 -3.0795 1.1137
H 0.8445 -3.2301 1.4556
O 0.0661 -3.7930 1.3155
```

For the relative energy (zero: lowest compared OMol25 entry of this formula, charge and spin), the calculation gives 29.83 kcal per mole. Its electronic energy is -418.59151 hartree. As for the gap between HOMO and LUMO: 9.1203 eV. The HOMO energy is -8.77 eV. Its LUMO energy is 0.35 eV.

Atomic partial charges in e from the Mulliken method, atoms 1 to 5: -0.962 -0.262 0.103 -0.563 0.275


[6]
# C42H46N10O3S2SiTi

A molecular structure, C42H46N10O3S2SiTi at a distorted geometry (ωB97M-V with the def2-TZVPD basis set, OMol25).

```
105
Properties=species:S:1:pos:R:3
Ti 0.1606 -1.0014 -0.3352
C 5.7603 -1.4386 0.3947
C 5.1918 -2.7072 0.3645
C 3.8273 -2.8746 0.5307
C 2.9914 -1.7723 0.7367
C 3.5761 -0.5077 0.7898
C 4.9412 -0.3400 0.6090
N 1.5939 -1.9155 0.8029
C 1.0768 -2.8962 1.6470
C 1.7260 -3.4763 2.7371
C 1.0666 -4.4263 3.5045
C -0.2354 -4.8169 3.1886
C -0.8869 -4.2679 2.0957
C -0.2312 -3.3112 1.3259
N -0.6679 -2.6986 0.1790
N -1.7581 -3.1386 -0.5135
C -1.6486 -2.6922 -1.7472
C -2.6099 -3.0647 -2.7483
C -2.3979 -2.7223 -4.0368
C -1.2290 -1.9815 -4.3855
C -0.3861 -1.5940 -3.3999
N -0.5654 -1.8931 -2.0778
H 6.8254 -1.3112 0.2532
H 5.8163 -3.5760 0.1971
H 3.3870 -3.8631 0.4839
H 2.9400 0.3533 0.9481
H 5.3646 0.6570 0.6385
H 2.7336 -3.1718 2.9888
H 1.5701 -4.8667 4.3556
H -0.7376 -5.5596 3.7948
H -1.8863 -4.5743 1.8162
H -3.4635 -3.6487 -2.4324
H -3.1054 -3.0106 -4.8045
H -1.0191 -1.7103 -5.4097
H 0.4879 -1.0022 -3.6381
C 3.2510 3.8310 -4.3520
Si 2.8597 3.4421 -2.5628
C 1.3901 4.4743 -2.0744
C 4.3273 3.8986 -1.4940
C 2.6836 1.5670 -2.4121
C 3.6389 0.7854 -3.0450
C 3.6428 -0.6085 -2.9613
C 2.6648 -1.1991 -2.2038
N 1.7422 -0.4693 -1.5659
C 1.7159 0.8740 -1.6544
S 0.3821 1.5558 -0.7777
H 3.5535 4.8771 -4.4392
H 2.3697 3.6873 -4.9805
H 4.0569 3.2208 -4.7618
H 1.6139 5.5152 -2.3229
H 1.1711 4.4069 -1.0098
H 0.4895 4.1751 -2.6134
H 4.5804 4.9553 -1.6055
H 5.2102 3.3118 -1.7565
H 4.1092 3.7156 -0.4393
H 4.4093 1.2677 -3.6378
H 4.3886 -1.2078 -3.4616
H 2.5920 -2.2715 -2.0736
N -4.4092 -0.5899 -1.2881
C -3.9630 0.2759 -2.2448
N -2.7217 0.4356 -2.5369
C -2.5810 1.4129 -3.5133
C -1.3739 1.8289 -4.0695
C -1.3829 2.8119 -5.0420
C -2.5781 3.3937 -5.4717
C -3.7872 2.9923 -4.9297
C -3.7715 2.0031 -3.9564
S -5.1170 1.2863 -3.1118
H -3.7481 -1.3044 -1.0077
H -5.3762 -0.8605 -1.3180
H -0.4484 1.3864 -3.7267
H -0.4469 3.1341 -5.4801
H -2.5625 4.1596 -6.2354
H -4.7177 3.4374 -5.2564
C -3.9076 -0.6833 1.9770
N -3.3542 0.5887 1.5247
C -3.9621 1.8292 1.9917
C -2.2804 0.6266 0.7606
O -1.7128 -0.3975 0.3599
H -4.9791 -0.6959 1.7783
H -3.7191 -0.8086 3.0440
H -3.4231 -1.4919 1.4337
H -4.6885 1.5854 2.7622
H -4.4731 2.3466 1.1793
H -3.2117 2.4898 2.4252
H -1.9191 1.6294 0.5035
O -3.3860 -0.1599 7.6150
C -2.1652 -0.8390 7.7393
N -1.1608 -0.3846 6.7938
C -1.4289 -0.4707 5.4673
O -2.4121 -1.0728 5.0551
C -0.4766 0.1941 4.5190
C 0.2808 1.3129 4.8412
C 1.0558 1.8992 3.8564
C 1.0430 1.3421 2.5867
N 0.3558 0.2450 2.2719
C -0.3930 -0.3072 3.2246
H -3.7452 -0.4142 6.7545
H -2.3008 -1.9135 7.6015
H -1.7876 -0.6440 8.7401
H -0.4693 0.2722 7.1103
H 0.2568 1.7536 5.8304
H 1.6486 2.7802 4.0574
H 1.5897 1.8072 1.7747
H -0.9404 -1.2061 2.9607
```

For the relative energy (zero: lowest compared OMol25 entry of this formula, charge and spin), the calculation gives 24.19 kcal per mole. Its electronic energy is -4336.90479 hartree. As for the gap between HOMO and LUMO: 6.1044 eV. The HOMO energy is -6.11 eV. Its LUMO energy is 0.00 eV.

Atomic partial charges in e from the Mulliken method, atoms 1 to 5: -1.604 -0.576 -0.887 0.110 -1.077


[7]
# C3H5N2OS2

2 unconnected molecules or ions with the total composition C3H5N2OS2 at a distorted geometry (ωB97M-V with the def2-TZVPD basis set, OMol25).

```
13
Properties=species:S:1:pos:R:3
C 1.4500 1.4925 1.1971
C 0.2211 -1.3742 -0.4639
C -0.4838 -0.3539 -1.3385
N -0.7995 -0.5216 0.0993
N -1.6684 -0.5960 0.9543
O 2.2855 1.0544 1.9962
S 1.7602 2.0402 -0.3464
S -2.9145 0.4416 0.9790
H -0.0210 -2.4876 -0.7002
H 1.2527 -1.0100 -0.1799
H -0.1455 0.6466 -1.6236
H -1.1991 -0.7694 -2.1074
H 0.2623 1.4373 1.5341
```

For the relative energy (zero: lowest compared OMol25 entry of this formula, charge and spin), the calculation gives 7.31 kcal per mole. Its electronic energy is -1098.35525 hartree. As for the gap between HOMO and LUMO: 6.5516 eV. As for the net charge: -1. The HOMO energy is -3.66 eV. Its LUMO energy is 2.90 eV.

Atomic partial charges in e from the Mulliken method, atoms 1 to 5: 0.117 -0.239 -0.308 0.536 -0.537


[8]
# C6H11N3OS

A single C6H11N3OS molecule at a distorted geometry (ωB97M-V with the def2-TZVPD basis set, OMol25).

```
22
Properties=species:S:1:pos:R:3
C -1.8956 1.8670 -0.0383
C -2.4435 0.5686 -0.7078
C -1.3947 -1.0897 0.6101
C -0.1773 -1.9012 0.5690
C 0.9691 -1.0324 0.1539
C 2.9808 0.2737 -0.2148
H -2.5248 2.7191 -0.5576
H -0.8544 2.1153 -0.3587
H -2.0656 1.6239 0.9626
H -2.9034 0.6778 -1.6745
H -3.2698 0.2534 0.1157
H -2.2443 -1.9413 0.6335
H -1.3188 -0.4863 1.5676
H -0.4080 -2.6225 -0.2273
H -0.0263 -2.2302 1.5527
H 4.9055 0.6443 -0.6120
H 3.9276 1.8206 -0.0436
N 1.6100 -1.3723 -0.8720
N 2.8318 -0.7536 -0.9866
N 4.1050 0.8705 0.0174
O -1.4042 -0.4643 -0.6793
S 1.6009 0.4596 0.7899
```

For the relative energy (zero: lowest compared OMol25 entry of this formula, charge and spin), the calculation gives 77.25 kcal per mole. Its electronic energy is -872.80157 hartree. As for the gap between HOMO and LUMO: 9.2871 eV. The HOMO energy is -8.73 eV. Its LUMO energy is 0.56 eV.

Atomic partial charges in e from the Mulliken method, atoms 1 to 5: -0.886 -0.394 -0.433 -0.630 0.512